A 11-piece molecular cluster, C3H27NO12 overall in a non-equilibrium geometry, computed with the ωB97M-V functional and the def2-TZVPD basis.

- Maximum force: 0.1710 Eh/bohr
- SMILES: CNCC(=O)O.O.O.O.O.O.O.O.O.O.O
- Energy above the lowest of the compared OMol25 structures with the same formula, charge and spin: 3.879 eV
- LUMO: 0.00221 hartree
- Frontier orbital gap: 10.26 eV

Cartesian coordinates (Å):
C -0.90 -1.73 0.36
N 0.22 -1.33 -0.56
C 1.54 -1.18 0.05
C 2.16 0.07 0.70
O 3.53 0.34 0.52
O 1.59 0.75 1.52
H -1.03 -2.85 0.35
H -1.76 -1.22 0.08
H -0.86 -1.51 1.38
H 0.00 -0.42 -0.81
H 2.12 -1.37 -0.82
H 1.84 -2.11 0.75
H 3.76 1.15 1.09
H 0.76 -3.28 -1.91
H -0.19 -4.37 -1.66
O 0.74 -4.23 -1.91
H -0.04 1.46 2.04
H -1.10 0.53 2.02
O -0.93 1.47 1.61
H 1.10 2.23 -0.76
H 2.58 1.96 -1.17
O 1.81 1.61 -1.20
H -3.11 1.52 0.44
H -3.76 0.75 -0.75
O -3.92 1.19 0.14
H 0.95 0.66 -2.44
H 0.47 1.92 -3.26
O 0.19 1.00 -3.11
H -2.67 1.74 -2.53
H -1.12 1.83 -2.59
O -1.92 2.16 -2.24
H -0.27 0.05 4.82
H 0.95 1.04 4.82
O 0.53 0.29 4.28
H -0.47 2.37 0.41
H -0.90 3.08 -1.02
O -0.16 2.86 -0.39
H -3.08 -1.16 -3.06
H -1.61 -0.45 -2.98
O -2.59 -0.38 -2.71
H 1.38 -1.49 3.58
H 2.34 -2.65 3.10
O 1.86 -2.29 3.85

Results of the natural (NBO) charge analysis, in e, for atoms 1 through 5: number 1, C, carries -0.42; number 2, N, carries -0.61; number 3, C, carries -0.34; number 4, C, carries 0.83; number 5, O, carries -0.71



A 11-piece molecular cluster, C3H27NO12 overall in a non-equilibrium geometry, computed with the ωB97M-V functional and the def2-TZVPD basis.

- Maximum force: 0.1393 Eh/bohr
- SMILES: CC(=O)NCO.O.O.O.O.O.O.O.O.O.O
- Energy above the lowest of the compared OMol25 structures with the same formula, charge and spin: 5.047 eV
- LUMO: 0.00115 hartree
- Frontier orbital gap: 9.86 eV

Cartesian coordinates (Å):
O 0.09 -1.66 1.20
C 1.02 -1.84 0.47
N 1.66 -0.64 0.06
C 2.25 -0.34 -1.33
O 1.52 0.63 -2.05
C 1.83 -3.06 0.58
H 1.05 0.16 0.36
H 2.16 -1.41 -1.71
H 3.28 -0.10 -1.22
H 1.59 1.63 -1.80
H 2.61 -3.00 -0.18
H 1.31 -4.01 0.42
H 2.26 -3.16 1.68
H 1.30 4.44 2.12
H 1.47 2.97 2.40
O 1.96 3.76 2.29
H -0.69 -0.10 3.60
H -1.81 -0.75 2.71
O -1.45 0.14 3.07
H 0.01 -3.54 -1.71
H 1.35 -4.08 -2.32
O 1.07 -3.39 -1.80
H 2.89 3.63 0.38
H 1.47 3.58 -0.22
O 2.44 3.28 -0.45
H -3.94 0.66 3.03
H -3.09 1.10 2.01
O -3.67 1.53 2.56
H 0.98 0.31 -3.76
H -0.17 0.94 -4.21
O 0.46 0.26 -4.47
H -1.78 0.28 -0.73
H -3.33 0.27 -0.80
O -2.56 0.80 -0.62
H -2.30 -1.88 1.18
H -3.51 -1.68 2.19
O -3.19 -1.48 1.36
H -1.46 -1.09 -1.41
H -0.94 -1.77 -2.57
O -1.56 -2.06 -1.89
H -0.88 3.36 1.26
H -0.64 2.44 0.15
O -0.28 2.77 0.86

Results of the natural (NBO) charge analysis, in e, for atoms 1 through 5: number 1, O, carries -0.65; number 2, C, carries 0.69; number 3, N, carries -0.66; number 4, C, carries 0.09; number 5, O, carries -0.79



A 13-piece molecular cluster, C3H28N2O12 overall in a non-equilibrium geometry, computed with the ωB97M-V functional and the def2-TZVPD basis.

- Maximum force: 0.0651 Eh/bohr
- Energy above the lowest of the compared OMol25 structures with the same formula, charge and spin: 2.611 eV
- LUMO: -0.00524 hartree
- Frontier orbital gap: 9.21 eV

Cartesian coordinates (Å):
C 0.48 0.79 -3.12
C -0.77 0.32 -3.27
N -1.23 -0.16 -2.07
C -0.31 0.08 -1.15
N 0.80 0.51 -1.77
H 1.24 1.32 -3.66
H -1.58 0.42 -3.98
H -0.37 -0.07 -0.10
H 1.77 0.65 -1.53
H -0.21 -1.28 3.83
H 0.18 0.13 4.26
O -0.58 -0.45 4.17
H -1.95 0.10 3.34
H -2.64 0.93 2.27
O -2.85 0.38 3.03
H 2.09 3.19 0.30
H 1.68 3.28 -1.28
O 2.24 2.89 -0.60
H 2.61 1.42 2.89
H 2.35 0.13 2.02
O 2.15 0.58 2.86
H -0.88 3.26 -1.60
H -0.13 4.17 -2.67
O -0.05 3.46 -2.03
H 2.60 -0.99 -0.16
H 3.33 0.42 0.23
O 2.51 -0.07 0.11
H -0.98 -3.18 -0.45
H 0.19 -2.17 -0.44
O -0.30 -2.79 0.12
H 2.64 -3.08 0.49
H 3.80 -3.13 -0.52
O 2.91 -2.78 -0.39
H -1.80 -2.10 -2.07
H -3.23 -2.44 -2.11
O -2.37 -2.89 -2.12
H -0.26 -2.55 1.95
H 0.15 -3.60 2.95
O 0.24 -2.66 2.77
H 0.42 2.95 2.38
H 0.73 1.80 1.45
O 0.54 2.75 1.44
H -3.90 0.52 -0.23
H -3.30 0.02 -1.45
O -4.16 0.35 -1.14

Results of the natural (NBO) charge analysis, in e, for atoms 1 through 5: number 1, C, carries -0.09; number 2, C, carries -0.10; number 3, N, carries -0.57; number 4, C, carries 0.15; number 5, N, carries -0.51



A 13-piece molecular cluster, C3H29N2O15 overall, computed with the ωB97M-V functional and the def2-TZVPD basis.

- Maximum force: 0.0143 Eh/bohr
- Energy above the lowest of the compared OMol25 structures with the same formula, charge and spin: 0.000 eV
- LUMO: 0.09929 hartree
- Frontier orbital gap: 9.78 eV
- Total charge: -1

Cartesian coordinates (Å):
O -0.86 -1.61 -1.60
C -0.81 -0.69 -0.77
N -0.88 0.59 -1.23
C -0.83 1.80 -0.44
O -1.27 1.72 0.74
O -0.38 2.81 -1.00
C -0.53 -1.02 0.68
N -1.62 -0.94 1.64
H -0.79 0.74 -2.24
H -0.12 -2.03 0.72
H 0.30 -0.42 1.05
H -2.49 -1.33 1.30
H -1.84 0.04 1.78
H -3.81 0.38 -0.78
H -4.52 1.03 0.39
O -4.52 0.22 -0.15
H 1.51 -1.53 3.09
H 0.08 -0.93 3.27
O 1.00 -0.80 3.51
H 2.14 -3.19 1.24
H 2.70 -1.73 1.24
O 2.45 -2.46 1.84
H 2.55 0.61 0.50
H 3.80 0.27 -0.35
O 2.85 0.20 -0.38
H 1.72 2.00 1.92
H 1.81 0.56 2.62
O 2.23 1.15 1.95
H 1.28 2.62 -1.79
H 2.36 1.50 -1.65
O 2.06 2.22 -2.24
H 0.68 -4.31 -0.22
H 1.86 -3.50 -0.79
O 1.64 -4.16 -0.09
H 0.65 1.79 -3.50
H -0.63 2.61 -3.36
O -0.30 1.81 -3.78
H 0.72 3.78 0.91
H -0.23 2.91 1.70
O 0.60 3.42 1.80
H -3.81 3.49 0.88
H -2.86 2.31 1.10
O -3.81 2.58 1.19
H 1.33 -1.88 -2.31
H 2.40 -1.27 -1.36
O 2.16 -2.10 -1.85
H -1.14 -3.32 -1.04
H -1.69 -3.97 0.25
O -1.15 -4.17 -0.53

Results of the natural (NBO) charge analysis, in e, for atoms 1 through 5: number 1, O, carries -0.69; number 2, C, carries 0.69; number 3, N, carries -0.70; number 4, C, carries 0.92; number 5, O, carries -0.83



A 12-piece molecular cluster, C3H29NO13 overall in a non-equilibrium geometry, computed with the ωB97M-V functional and the def2-TZVPD basis.

- Maximum force: 0.1215 Eh/bohr
- SMILES: C[C@@H](N)C(=O)O.O.O.O.O.O.O.O.O.O.O.O
- Energy above the lowest of the compared OMol25 structures with the same formula, charge and spin: 5.340 eV
- LUMO: -0.00114 hartree
- Frontier orbital gap: 10.06 eV

Cartesian coordinates (Å):
O -0.42 0.18 -1.43
C 0.51 -0.80 -1.28
O 1.50 -0.64 -2.02
C -0.01 -1.81 -0.22
C -0.99 -2.80 -0.95
N 1.28 -2.11 0.42
H 0.22 2.78 -2.66
H -0.71 -1.21 0.44
H -1.94 -2.32 -0.99
H -0.82 -3.16 -1.94
H -1.18 -3.69 -0.28
H 1.32 -2.75 1.13
H 1.98 -2.52 -0.15
H 2.90 -2.08 -2.36
H 3.13 -3.58 -1.76
O 3.28 -2.71 -1.68
H 1.14 3.82 1.18
H 2.07 2.74 0.56
O 1.41 3.34 0.39
H 2.80 1.15 -2.36
H 4.03 0.25 -2.19
O 3.82 1.18 -2.36
H -1.56 -0.34 -2.61
H -2.46 -0.66 -3.91
O -2.45 -0.42 -3.00
H -3.18 0.52 2.78
H -2.70 -0.41 1.73
O -2.53 -0.15 2.63
H -1.22 -0.10 3.75
H 0.08 -0.91 3.96
O -0.46 -0.06 4.32
H -3.87 -0.69 -0.30
H -2.60 0.07 -0.74
O -3.11 -0.24 -0.03
H -3.24 3.03 1.71
H -2.52 1.82 0.96
O -2.30 2.69 1.38
H 2.84 -0.52 1.05
H 2.00 0.81 1.40
O 2.81 0.40 1.26
H 0.01 2.34 2.64
H 0.49 1.21 3.37
O 0.89 2.01 2.97
H 0.01 1.07 -1.78
H 0.04 2.74 -1.07
O -0.32 2.54 -1.98

Results of the natural (NBO) charge analysis, in e, for atoms 1 through 5: number 1, O, carries -0.79; number 2, C, carries 0.83; number 3, O, carries -0.66; number 4, C, carries -0.13; number 5, C, carries -0.64



A 12-piece molecular cluster, C3H29O12 overall in a non-equilibrium geometry, computed with the ωB97M-V functional and the def2-TZVPD basis.

- Maximum force: 0.0705 Eh/bohr
- Energy above the lowest of the compared OMol25 structures with the same formula, charge and spin: 0.719 eV
- LUMO: 0.08363 hartree
- Frontier orbital gap: 7.94 eV
- Total charge: -1

Cartesian coordinates (Å):
C -0.03 -0.96 2.15
C -0.34 -0.62 0.63
C -1.16 0.65 0.37
O 0.91 -0.59 -0.02
H 0.27 -0.01 2.49
H 0.64 -1.81 2.42
H -1.01 -1.18 2.71
H -0.83 -1.51 0.22
H -2.18 0.46 0.57
H -1.26 0.75 -0.74
H -0.80 1.58 0.81
O -0.21 -1.21 -2.51
H 0.23 -0.93 -1.66
H 0.36 -0.95 -3.23
O 0.57 2.25 -1.40
H 0.45 1.42 -0.99
H 1.39 2.63 -1.03
O 0.87 3.71 1.22
H 0.00 3.92 1.53
H 1.40 4.52 1.31
O -3.25 -1.78 -0.57
H -2.71 -2.37 -1.08
H -2.67 -1.31 0.05
O -2.63 3.40 -0.28
H -2.36 2.84 0.41
H -3.16 2.89 -0.87
O -2.72 1.27 -2.79
H -3.18 2.06 -2.98
H -2.30 1.33 -1.94
O -1.49 -3.93 -1.52
H -1.17 -4.35 -0.70
H -0.74 -3.35 -1.70
O 2.28 1.37 1.44
H 1.74 2.15 1.63
H 1.55 0.90 1.02
O 3.36 -1.41 2.33
H 3.18 -0.48 2.26
H 2.76 -1.92 1.76
O 1.81 -2.92 0.43
H 1.48 -2.09 0.15
H 1.05 -3.43 0.58
O 3.36 -0.41 -1.16
H 3.97 0.03 -0.59
H 2.57 -0.62 -0.71

Results of the natural (NBO) charge analysis, in e, for atoms 1 through 5: number 1, C, carries -0.64; number 2, C, carries 0.10; number 3, C, carries -0.66; number 4, O, carries -1.02; number 5, H, carries 0.20



A 12-piece molecular cluster, C3H29O12 overall in a non-equilibrium geometry, computed with the ωB97M-V functional and the def2-TZVPD basis.

- Maximum force: 0.0654 Eh/bohr
- Energy above the lowest of the compared OMol25 structures with the same formula, charge and spin: 0.679 eV
- LUMO: 0.09118 hartree
- Frontier orbital gap: 8.30 eV
- Total charge: -1

Cartesian coordinates (Å):
C -0.90 0.87 -0.79
C 0.16 0.86 0.28
C -0.44 1.14 1.70
O 0.79 -0.38 0.27
H -1.33 1.83 -0.88
H -1.68 0.17 -0.59
H -0.39 0.64 -1.72
H 0.95 1.60 0.06
H 0.18 0.96 2.60
H -1.36 0.59 1.98
H -0.76 2.17 1.64
O -3.40 -1.73 0.56
H -2.47 -1.47 0.58
H -3.92 -0.96 0.41
O -1.00 -1.57 3.94
H -1.04 -2.40 4.45
H -0.37 -1.08 4.40
O 1.96 2.86 -2.19
H 1.20 2.90 -2.74
H 1.91 1.95 -1.96
O -0.01 -1.93 -1.84
H -0.02 -1.36 -1.10
H -0.71 -2.50 -1.58
O -1.15 -0.64 -3.95
H -0.85 -0.69 -3.03
H -1.37 0.31 -4.05
O 2.57 0.25 -1.73
H 2.00 0.16 -1.01
H 3.34 0.67 -1.41
O 2.33 -2.43 0.47
H 1.83 -1.55 0.47
H 2.06 -2.76 1.34
O 3.11 3.35 0.16
H 2.68 4.04 0.57
H 2.71 3.40 -0.69
O -3.99 -0.61 -2.33
H -3.80 0.27 -2.04
H -3.21 -0.79 -2.87
O 2.37 -0.10 2.69
H 1.96 -0.34 3.52
H 1.76 -0.21 1.94
O -0.70 -2.19 1.41
H -0.83 -1.72 2.19
H -0.16 -1.61 0.88

Results of the natural (NBO) charge analysis, in e, for atoms 1 through 5: number 1, C, carries -0.64; number 2, C, carries 0.11; number 3, C, carries -0.65; number 4, O, carries -1.01; number 5, H, carries 0.19



C3H2AgMgO3 as an isolated structure in a non-equilibrium geometry, computed with the ωB97M-V functional and the def2-TZVPD basis.

- Maximum force: 0.0529 Eh/bohr
- LUMO (spin up / spin down): -0.25755 / -0.25756 hartree
- Frontier orbital gap (spin up / spin down): 3.75 / 3.75 eV
- Total charge: +1

Cartesian coordinates (Å):
O 1.44 0.95 -0.88
O -0.24 -0.95 0.73
C -0.82 0.04 1.42
C 0.01 -0.93 -0.66
O -1.00 1.15 0.93
C 0.74 -0.03 -1.37
Mg -1.27 -0.57 3.42
H 0.83 -0.28 -2.44
H -0.02 -1.96 -1.05
Ag 0.33 2.58 -0.10

Results of the natural (NBO) charge analysis, in e, for atoms 1 through 5: number 1, O, carries -0.84; number 2, O, carries -0.50; number 3, C, carries 0.33; number 4, C, carries -0.14; number 5, O, carries -0.70



> maximum force of number 2 (C3H27NO12)?

0.1393 Eh/bohr



> Look up the maximum force of the fourth one.

0.0143 Eh/bohr



> What is the maximum force in the second record?

0.1393 Eh/bohr



> Number 2 is which compound?

C3H27NO12